Record 1
Density functional theory data (ωB97M-V/def2-TZVPD) for a 24-piece molecular cluster, C11H65F5N3O26 overall in a non-equilibrium geometry.

Structure (XYZ):
```
110
Properties=species:S:1:pos:R:3:forces:R:3
C -0.34364 2.63115 -2.17907 -0.7 -1.4 -0.1
C 0.46512 2.41529 -3.43663 -5.0 -1.1 2.3
O 1.48987 2.91158 -3.48392 6.7 2.5 -1.2
O -0.02084 1.64018 -4.42786 -1.0 -0.9 0.0
C 0.62872 0.36346 -4.41541 0.7 -0.1 -1.3
C -0.30311 -0.80891 -4.69358 -0.4 0.4 0.6
C -0.97078 -1.49158 -3.47407 -0.3 -0.5 -0.8
N -0.20943 -1.42956 -2.20580 0.1 0.0 -0.1
O -1.02855 -2.19603 -1.28739 -0.5 -0.1 -0.5
C 1.00855 -2.13232 -2.31115 -0.9 -1.0 -0.8
N 1.11403 -3.28148 -3.02697 0.2 0.0 1.4
N 2.04009 -1.70034 -1.68925 1.0 1.4 0.6
C 2.11174 -0.52660 -0.80341 -0.4 0.4 1.1
C 1.18203 -0.66509 0.41205 0.7 -0.1 1.0
C 1.68750 -1.85617 1.29575 -0.7 1.1 -1.3
C 0.87990 -2.03619 2.58102 0.2 -0.4 -1.5
F 0.02837 -1.05470 2.86977 -0.5 1.5 -0.5
F 1.72938 -2.06581 3.59494 0.7 -0.7 1.2
C -0.01157 -3.31075 2.53437 -0.2 2.7 0.8
F -1.02424 -3.05332 3.42524 0.3 -1.4 -1.1
F -0.49645 -3.51695 1.28719 -0.4 -0.1 0.6
F 0.69351 -4.31644 2.89144 0.4 -2.0 0.6
H 0.32446 2.64391 -1.31753 0.2 0.2 -0.2
H -0.88418 3.57255 -2.23692 -0.2 0.0 -0.1
H -1.02109 1.78277 -2.03866 -0.3 0.3 0.0
H 1.35876 0.38423 -5.23366 0.0 0.0 0.2
H 1.20912 0.26322 -3.49853 -0.1 -0.1 0.2
H 0.22064 -1.54554 -5.30530 0.2 0.0 0.2
H -1.10539 -0.42700 -5.32952 0.0 -0.1 0.1
H -1.08957 -2.54830 -3.74853 -0.2 0.1 0.1
H -1.97597 -1.12087 -3.26313 0.4 0.3 0.1
H -0.47612 -2.63217 -0.63613 0.3 0.1 0.4
H 0.37454 -3.91486 -2.73794 -0.6 -0.1 -0.8
H 1.95591 -3.76836 -2.73220 0.3 -0.4 -0.7
H 2.88475 -2.23333 -1.79523 0.3 -0.1 0.1
H 3.13008 -0.47276 -0.41121 0.0 -0.1 -0.3
H 1.93020 0.43383 -1.28239 -0.2 -0.3 -0.5
H 0.12058 -0.72187 0.17817 0.1 -0.1 -0.2
H 1.30748 0.23402 1.02261 0.0 0.1 -0.3
H 2.73172 -1.64495 1.52321 -0.1 -0.2 0.3
H 1.63947 -2.73607 0.65091 0.1 -0.3 0.5
O -3.45923 -4.72394 1.64266 0.0 -0.4 0.0
H -3.83333 -4.00922 1.11440 -0.2 0.1 0.2
H -2.56189 -4.43835 1.80645 0.2 0.0 -0.1
O -3.61915 -1.95229 1.68376 0.0 0.2 -0.2
H -2.92471 -2.24054 2.27765 0.0 0.0 0.3
H -3.89718 -1.10052 2.03751 0.0 0.1 0.0
O 4.28693 2.28219 -1.87714 0.1 0.1 0.0
H 4.85489 2.99838 -2.19254 -0.3 0.2 -0.1
H 3.52206 2.31083 -2.46270 -0.2 0.2 -0.2
O 6.51617 0.75952 -3.24260 0.0 0.2 0.0
H 5.89502 1.27149 -2.70962 0.0 -0.3 -0.1
H 6.10750 -0.10468 -3.31964 0.0 -0.1 0.0
O 3.53522 3.25525 1.16010 0.0 -0.3 0.1
H 4.39491 2.93500 1.47027 0.0 0.1 0.0
H 3.52075 3.02217 0.22582 0.1 0.1 -0.1
O 6.64706 2.03259 -0.20930 -0.2 0.1 0.0
H 7.23071 2.73822 -0.50321 0.2 0.0 0.1
H 5.89880 2.06614 -0.81457 0.1 -0.2 0.3
O -3.72298 -0.39084 -2.60756 0.4 0.1 0.1
H -3.87876 -0.86597 -1.78498 -0.2 0.0 0.0
H -4.47224 0.20636 -2.67086 -0.2 -0.1 -0.1
O -2.14695 5.10300 -3.10143 -0.2 0.1 0.5
H -1.78496 5.99703 -3.14808 0.3 -0.1 -0.1
H -2.78688 5.07435 -3.81676 0.2 0.0 -0.3
O -3.25248 -4.98431 4.83556 0.1 0.2 0.1
H -3.41755 -5.10660 3.89449 -0.3 0.0 -0.2
H -2.36241 -4.62473 4.86543 0.1 -0.1 0.1
O 0.57653 1.05495 5.30009 0.0 -0.1 -0.1
H 0.44362 0.31316 4.69985 0.3 -0.1 0.0
H 1.30492 1.54678 4.90516 0.0 0.1 0.0
O 1.58262 -7.39207 2.05046 0.0 0.0 -0.5
H 2.27076 -7.69265 2.65072 0.0 0.1 0.2
H 1.31842 -6.54554 2.41382 0.0 0.0 0.2
O -2.05296 1.19732 3.92189 -0.2 -0.3 -0.2
H -1.33205 0.92276 4.49149 0.0 0.2 0.2
H -2.34542 2.03313 4.30063 -0.1 0.2 -0.1
O -3.89329 -2.58504 6.92929 0.1 0.0 -0.2
H -4.03354 -3.32856 6.32854 -0.1 -0.1 0.1
H -3.15240 -2.11015 6.54426 0.1 0.1 0.0
O -2.63725 6.75752 -5.30210 -0.3 0.2 0.0
H -2.06509 7.41734 -5.70303 0.2 0.0 0.0
H -3.40356 6.72961 -5.88180 0.0 0.0 -0.1
O -0.00196 6.83587 -1.85747 -0.1 -0.2 0.3
H -0.19378 6.60104 -0.93662 0.0 0.0 -0.3
H 0.12696 7.78712 -1.83616 0.0 0.1 0.0
O -1.87207 4.29258 4.29585 0.1 -0.1 0.2
H -1.14892 4.01616 4.87129 0.0 0.0 -0.1
H -2.17700 5.12068 4.68413 -0.1 -0.1 -0.1
O -3.86793 -0.83974 9.32453 0.1 0.0 -0.1
H -4.01706 -1.45826 8.59660 -0.1 -0.1 0.1
H -3.96024 0.02604 8.92134 -0.1 0.1 0.0
O 2.76688 -6.85661 4.66217 0.0 0.0 0.1
H 2.71289 -7.47291 5.39884 0.0 -0.1 0.0
H 2.79592 -5.99299 5.08200 0.1 0.1 0.0
O 2.25206 -6.03766 -2.62248 0.0 0.2 0.1
H 2.66020 -6.57138 -3.31136 0.0 0.0 -0.1
H 2.19546 -6.63223 -1.86754 0.0 0.0 0.1
O 5.59540 3.78344 3.51638 -0.2 -0.1 -0.1
H 5.39827 3.34469 4.34864 0.1 0.0 0.1
H 4.85546 4.38476 3.38700 0.0 0.1 -0.1
O -0.57550 4.60694 -6.11897 0.0 -0.1 0.0
H -0.58891 3.92361 -6.79413 0.0 0.0 -0.1
H -0.02546 4.23601 -5.42250 0.0 0.1 0.0
O -6.33320 -1.01606 -1.69619 -0.1 0.1 0.2
H -6.92595 -0.53143 -1.11353 0.0 0.0 0.0
H -6.74460 -1.88065 -1.78130 0.0 -0.1 -0.1
O -4.42259 6.95721 -2.03844 0.1 0.0 0.0
H -3.64426 6.48845 -2.36794 -0.1 -0.1 0.2
H -5.01628 6.98838 -2.79184 -0.1 0.1 0.0
```
Positions in Å, forces in eV/Å.

Computed properties:
charge: +1
lowest unoccupied orbital energy: -3.877 eV
2S+1: 1



Record 2
Density functional theory data (ωB97M-V/def2-TZVPD) for a 22-piece molecular cluster, C11H68N5O21 overall in a non-equilibrium geometry.

Structure (XYZ):
```
105
Properties=species:S:1:pos:R:3:forces:R:3
C 3.12901 -2.37229 0.90176 0.3 -0.8 -0.1
C 2.05701 -2.17202 -0.34120 0.4 0.4 -0.3
C 1.65459 -0.58272 -0.60392 1.6 -0.6 2.2
N 0.14183 -0.52900 -0.71958 1.0 0.4 -2.1
N -0.39646 0.62285 -0.16876 -1.6 3.1 4.1
C -0.54973 0.85076 1.20413 -0.3 -0.8 -0.4
N -0.05404 -0.23146 2.13784 -0.3 2.7 -1.2
C 0.76439 0.30989 3.28911 1.3 0.2 1.7
C 0.90084 1.94297 3.32218 -1.1 -0.4 -1.2
C -0.61912 2.55605 3.06350 1.6 1.6 1.1
N -1.15685 2.13381 1.71658 1.4 -3.0 -0.6
C -2.66103 2.16877 1.63150 -1.5 1.1 0.4
C -3.43444 0.79376 2.05999 -1.5 0.6 -0.5
C -4.20237 0.22929 0.71710 -1.2 0.0 0.1
C -4.62482 -1.36208 0.79664 0.1 -0.8 -0.9
N -5.99029 -1.64448 0.13520 1.0 -0.5 -0.7
H 3.92290 -3.21078 0.61361 -1.7 1.8 0.6
H 3.75099 -1.40963 1.14842 -1.4 -1.7 -0.6
H 2.58808 -2.75727 1.88210 1.0 1.0 -2.1
H 1.05243 -2.75938 -0.09211 2.3 1.3 -0.8
H 2.56124 -2.54554 -1.34582 -1.2 0.5 2.2
H 1.99938 -0.00547 0.38223 -1.0 -1.1 -2.2
H 2.23312 -0.08949 -1.49340 -1.2 -1.1 1.5
H -0.03328 -0.44291 -1.76490 -0.3 -0.3 1.8
H -0.76551 1.40687 -0.78605 0.5 -1.4 0.8
H -0.80607 -0.88793 2.44162 0.7 1.0 -0.6
H 1.87408 -0.12164 3.22681 -2.4 0.8 0.0
H 0.29453 -0.08365 4.29678 1.0 0.9 -2.0
H 1.56911 2.29094 2.41040 -1.3 -0.7 1.8
H 1.41105 2.34379 4.29595 -1.2 -0.9 -1.8
H -0.46644 3.73863 3.00528 -0.5 -2.5 0.1
H -1.35509 2.38009 3.96198 1.4 -0.1 -1.8
H -3.02138 3.00993 2.39807 1.1 -1.7 -1.7
H -2.98399 2.58795 0.56183 0.6 -1.3 2.3
H -2.78819 0.00156 2.62677 -1.0 1.6 -1.3
H -4.30324 1.10502 2.81766 2.1 -0.8 -1.5
H -5.23044 0.83351 0.65717 2.2 -1.3 0.1
H -3.63146 0.51417 -0.29175 -1.0 -0.9 2.2
H -4.72936 -1.77276 1.89644 0.5 1.1 -2.1
H -3.85493 -2.02833 0.18170 -1.0 1.5 1.7
H -5.92884 -1.45732 -0.90929 0.1 -0.2 1.7
H -6.16653 -2.69185 0.17554 0.4 1.7 0.1
O -6.38302 -2.23513 -3.16206 0.3 0.2 -0.6
H -6.29325 -2.82492 -3.92565 -0.2 0.0 0.4
H -7.32333 -2.28870 -2.93415 0.2 -0.2 0.1
O 2.70156 1.64292 -3.80639 -0.5 -0.3 0.3
H 2.06738 1.47196 -3.09394 0.0 -0.2 -0.5
H 2.36107 1.12598 -4.55192 0.2 0.2 0.1
O -7.75201 -4.30902 -1.94928 0.2 0.2 0.2
H -7.98107 -4.31680 -1.00776 0.0 -0.3 -0.3
H -6.83692 -4.62708 -1.97022 -0.4 0.1 0.1
O 2.96280 -2.81251 4.64033 -0.1 0.0 -0.5
H 2.60363 -2.16763 4.01254 0.2 -0.2 0.3
H 3.19037 -3.57537 4.08785 0.0 0.2 0.3
O -4.25618 -1.20587 -5.37540 -0.2 -0.4 -0.2
H -4.89036 -1.37683 -4.66295 0.1 0.3 0.2
H -4.59666 -1.72281 -6.12093 0.1 0.0 0.2
O -4.80219 1.50902 5.19980 0.3 -0.1 0.5
H -4.26516 1.64348 5.99511 -0.2 0.0 -0.3
H -5.57585 1.02093 5.51950 -0.1 0.1 -0.3
O 6.24382 -1.10955 1.81750 -0.5 0.0 -0.1
H 5.60964 -1.28052 2.52994 0.3 0.0 0.1
H 5.90334 -1.62649 1.07196 0.3 0.0 0.2
O 2.90244 3.27560 -1.31497 -0.6 -0.2 -0.1
H 2.99222 2.68581 -2.07856 0.4 0.1 0.1
H 1.96214 3.22203 -1.08707 0.3 0.1 0.0
O -7.53720 0.38684 4.62717 0.1 -0.1 -0.4
H -7.89637 1.03171 3.99938 0.1 -0.1 0.3
H -7.30963 -0.37602 4.07468 -0.1 0.2 0.2
O -1.30308 -1.45488 -5.52244 0.0 -0.2 0.1
H -2.26271 -1.35175 -5.43595 -0.2 0.0 0.0
H -1.17741 -2.41171 -5.60995 0.1 0.4 0.0
O 5.30388 1.61364 -0.71811 0.0 0.2 0.4
H 5.01800 2.52141 -0.53587 -0.1 -0.2 -0.2
H 5.63492 1.29660 0.13564 0.1 -0.1 -0.2
O -8.19756 -6.55499 -0.19422 -0.3 -0.3 0.0
H -8.10778 -7.14479 -0.95781 0.0 0.2 0.2
H -9.13786 -6.60857 0.03369 0.3 0.0 0.0
O -4.16654 -0.28302 -8.18259 0.2 -0.3 0.4
H -4.39560 -0.29080 -7.24107 0.1 0.4 -0.3
H -3.25145 -0.60107 -8.20353 -0.3 0.2 -0.1
O 7.18703 1.73767 -3.27581 -0.4 -0.3 -0.1
H 6.55284 1.56671 -2.56337 0.1 0.1 0.0
H 6.84654 1.22073 -4.02135 0.2 0.2 0.2
O -1.49399 1.02270 -3.61128 0.2 0.0 -0.1
H -1.85317 1.66758 -4.23907 0.1 -0.2 0.3
H -1.26643 0.25984 -4.16376 -0.1 -0.1 -0.1
O 7.55951 1.64561 2.75241 -0.4 0.0 -0.2
H 6.95902 0.88856 2.67974 0.3 0.0 0.1
H 6.96788 2.40215 2.88134 0.3 -0.1 0.0
O 3.22877 4.66109 -4.19922 -0.4 -0.1 0.2
H 2.40623 4.28634 -4.54849 0.4 0.1 0.1
H 3.25141 4.35889 -3.27881 0.0 0.1 -0.3
O 6.33346 -0.22692 4.73269 0.0 -0.3 0.4
H 6.10440 -0.23469 5.67421 0.0 0.0 -0.3
H 7.24855 -0.54497 4.71175 -0.2 0.2 -0.1
O 3.58707 6.24973 -0.99533 -0.1 -0.2 -0.3
H 2.92432 5.57859 -1.21741 0.4 0.2 0.1
H 4.17502 6.26198 -1.76549 -0.2 0.1 0.2
O 7.08509 4.21984 1.52840 -0.1 -0.2 -0.3
H 6.51185 4.04638 0.76662 0.3 0.2 0.2
H 7.88946 3.71497 1.33585 -0.2 0.1 0.1
O 5.88769 -4.74946 0.57048 -0.1 -0.4 -0.2
H 5.25822 -5.38099 0.19109 0.2 0.2 0.1
H 6.74050 -5.20600 0.51341 -0.2 0.2 0.1
```
Positions in Å, forces in eV/Å.

Computed properties:
charge: +1
lowest unoccupied orbital energy: -3.926 eV
2S+1: 1



Record 3
Density functional theory data (ωB97M-V/def2-TZVPD) for C11H6CdF6N2O4S3Te4 as an isolated structure in a non-equilibrium geometry.

Structure (XYZ):
```
37
Properties=species:S:1:pos:R:3:forces:R:3
Cd 0.20004 -0.47893 -0.35502 1.1 3.0 -3.7
S 3.60072 2.22100 -0.83889 -0.1 -0.1 0.0
C 4.43617 0.72970 -0.84180 0.1 0.0 0.0
C 3.60760 -0.33892 -1.00444 0.0 0.0 -0.1
C 2.23158 0.00546 -1.14960 -0.3 0.8 0.1
C 2.08305 1.37182 -1.06781 0.1 0.3 -0.2
C 0.81254 2.12106 -1.14599 -0.2 0.0 -0.3
C 0.70753 3.49693 -0.91521 0.2 -0.1 0.0
C -0.50924 4.12657 -1.07430 0.0 0.0 0.0
C -1.61820 3.39868 -1.48605 0.0 0.0 0.0
C -1.45866 2.03906 -1.66885 0.0 0.0 0.0
N -0.29994 1.41476 -1.48461 0.6 0.8 0.2
H 5.50714 0.72567 -0.70028 0.0 0.0 0.0
H 3.97886 -1.35537 -1.02794 0.0 0.0 0.1
H 1.58596 4.04663 -0.60452 0.0 0.0 0.0
H -0.59636 5.18854 -0.87797 0.0 0.0 0.0
H -2.58274 3.86341 -1.63313 0.0 0.0 0.0
H -2.28205 1.41150 -1.98752 0.0 -0.1 0.2
Te 0.77414 -2.90813 0.17604 2.2 -1.2 0.0
Te -0.35429 -5.00932 1.15667 -0.8 -1.2 0.6
Te 3.41662 -7.90912 -0.04446 -0.3 -0.2 0.0
Te 2.14968 -5.52049 0.14871 1.8 -1.4 -0.2
F 0.06422 0.81635 3.76898 0.1 -0.2 0.1
C -0.75747 0.17191 2.91862 0.0 0.5 -0.6
F -1.85966 -0.12722 3.61346 0.1 -0.3 0.1
F -1.14162 1.12516 2.00455 0.0 0.0 0.1
S 0.16213 -1.23566 1.96314 -1.3 -0.1 4.1
O 1.21674 -0.18032 1.61055 -0.7 -1.0 0.0
O 0.35183 -2.09077 3.12255 0.4 0.1 0.0
N -1.53238 -1.51552 1.35789 0.2 0.6 -1.4
S -2.05611 -1.93511 -0.06622 -2.3 -0.4 0.0
O -2.60533 -3.26395 -0.16804 0.1 0.0 -0.1
O -1.47774 -1.43052 -1.36584 -1.1 -0.1 1.0
C -3.63085 -0.95012 -0.07498 0.2 0.5 0.2
F -3.38020 0.35797 0.13228 0.0 0.0 0.0
F -4.48425 -1.34646 0.86887 0.0 -0.1 0.0
F -4.25945 -1.03623 -1.25885 0.0 -0.2 0.0
```
Positions in Å, forces in eV/Å.

Computed properties:
relative energy (zero: lowest compared OMol25 entry of this formula, charge and spin): 7.109 eV
charge: -2
lowest unoccupied orbital energy: 3.771 eV
2S+1: 1



Record 4
Density functional theory data (ωB97M-V/def2-TZVPD) for an isolated molecule of C11H6ClN in a non-equilibrium geometry.

Structure (XYZ):
```
19
Properties=species:S:1:pos:R:3:forces:R:3
C -3.53637 -1.13925 -0.10888 2.0 1.9 1.0
C -4.11423 -2.07681 -0.68285 -1.9 -2.2 -1.6
C -1.87443 -0.20834 1.31060 4.2 1.4 4.1
C 1.31662 0.85057 0.44397 0.0 0.2 -0.1
C -0.29679 0.02238 -1.10457 3.2 0.0 0.2
C 2.17374 1.18342 -0.57321 0.1 -1.1 -1.0
C 0.61352 0.31330 -2.18870 -3.0 0.5 0.4
C 0.12569 0.15594 0.24087 0.7 0.1 -0.3
C 1.84906 0.87503 -1.91294 -0.5 -0.3 1.2
C -0.05375 -0.69740 2.74642 2.7 -0.8 -1.2
C -0.56308 -0.37646 1.47807 1.2 1.2 0.4
N -2.65524 -0.47096 0.50659 -7.3 -1.6 -4.3
Cl 2.99518 1.10978 -3.14361 0.5 0.2 -0.6
H 1.62012 1.22237 1.40290 -0.1 -0.5 0.7
H -1.14821 -0.50780 -1.39725 -1.4 -0.5 -0.1
H 3.18108 1.39567 -0.25722 0.2 0.8 -0.4
H 0.07604 0.23067 -3.19631 1.7 0.0 1.3
H 1.00766 -1.09788 2.87515 -1.6 0.9 -0.2
H -0.71659 -0.78423 3.56095 -0.6 -0.1 0.7
```
Positions in Å, forces in eV/Å.

Computed properties:
⟨S²⟩: 2.04
lowest unoccupied orbital energy (alpha / beta): -0.767 / -3.157 eV
2S+1: 3